This record from the Open Molecules 2025 dataset describes one molecule with the formula C5H7NO at a distorted geometry. The level of theory is ωB97M-V/def2-TZVPD.

Structure (ORCA input):
```
! RIJCOSX wB97M-V def2-TZVPD def2/J DEFGRID3
* xyz 0 1
H -2.6353 1.6407 -1.8077
N -1.6255 1.7955 -1.7972
C -1.0390 0.9774 -1.0297
C 0.3737 0.7310 -0.7549
C 0.4819 -0.2506 0.1794
C 1.6195 -1.0381 0.7383
C -0.8593 -0.4939 0.6841
O -1.7578 0.0579 -0.1988
H 1.1626 1.3944 -1.0657
H 1.3933 -1.5631 1.6781
H 1.8324 -1.7980 -0.0178
H 2.5076 -0.4288 0.8871
H -0.2033 0.3876 1.3456
H -1.2508 -1.4121 1.1593
*
```

Calculated values
- calculated total energy (eV) = -8833.4519
- energy above the lowest of the compared OMol25 structures with the same formula, charge and spin (kcal/mol) = 63.4
- gap between HOMO and LUMO (eV) = 8.91

This record from the Open Molecules 2025 dataset describes one molecule with the formula C5H11NO at a distorted geometry. The level of theory is ωB97M-V/def2-TZVPD.

Structure (ORCA input):
```
! RIJCOSX wB97M-V def2-TZVPD def2/J DEFGRID3
* xyz 0 1
C 2.4229 -0.3292 -0.3591
C 1.0724 -0.5088 -0.4573
O 0.6709 -1.1486 -1.5873
N 0.0782 -0.1459 0.3880
C 0.3625 0.7947 1.4507
C -1.3099 -0.5522 0.1979
C -2.1102 0.4030 -0.6910
H 2.9084 0.0358 -1.2594
H 2.9503 -0.2273 0.5719
H 1.5598 -1.5158 -1.7807
H 0.2771 0.3133 2.4323
H 1.3812 1.1646 1.3253
H -0.3261 1.6488 1.4156
H -1.3154 -1.5522 -0.2413
H -1.7711 -0.6206 1.1925
H -3.1467 0.0584 -0.7900
H -1.6642 0.4478 -1.6897
H -2.1380 1.4175 -0.2761
*
```

Calculated values
- calculated total energy (eV) = -8899.6881
- energy above the lowest of the compared OMol25 structures with the same formula, charge and spin (kcal/mol) = 46.3
- gap between HOMO and LUMO (eV) = 8.48

This record from the Open Molecules 2025 dataset describes C29H34CeN4O3PS3 as an isolated structure at a distorted geometry. The level of theory is ωB97M-V/def2-TZVPD.

Structure (ORCA input):
```
! RIJCOSX wB97M-V def2-TZVPD def2/J DEFGRID3
* xyz 0 2
Ce 8.7045 5.5197 14.5996
S 10.4034 7.6753 13.3921
C 11.3830 6.2883 13.1826
N 10.8948 5.0782 13.2763
C 11.7884 4.0844 12.9482
C 11.5509 2.7086 12.9541
C 12.5957 1.8233 12.6366
C 13.8068 2.3466 12.2697
C 14.0888 3.6825 12.2227
C 13.0890 4.5614 12.5983
S 13.1135 6.3051 12.7467
H 10.5825 2.3574 13.2661
H 12.5238 0.7497 12.6934
H 14.5741 1.6211 12.0873
H 15.0537 3.9975 11.8610
C 6.8343 10.2281 14.0399
N 6.9276 9.3280 12.8742
C 7.4699 9.5739 11.6495
C 7.4960 8.4173 10.9750
N 6.9531 7.4368 11.8047
C 6.6735 7.9900 13.0167
S 6.0784 7.2147 14.3657
C 6.9133 6.1019 11.4072
C 6.3266 5.7346 10.2295
C 6.4472 4.4028 9.8091
C 7.0413 3.4974 10.6441
C 7.5612 3.9588 11.8516
N 7.5508 5.2468 12.2007
H 7.4194 11.1634 13.9004
H 7.1932 9.6483 14.8813
H 5.7907 10.4919 14.1221
H 7.7130 10.5912 11.3780
H 7.8986 8.1238 9.9748
H 5.8240 6.4588 9.6455
H 6.0755 4.0412 8.8719
H 7.1456 2.4269 10.3845
H 7.9531 3.2326 12.6147
C 10.2257 6.1358 17.5309
C 8.7932 5.8798 18.0237
C 8.1942 7.2193 18.4891
C 7.9766 5.3308 16.8430
C 8.7624 4.9431 19.2665
C 9.8325 4.3176 19.8671
C 9.6539 3.4114 20.9800
C 8.4236 3.0923 21.4856
C 7.3421 3.7283 20.8580
C 7.5384 4.6530 19.8293
H 10.2831 6.8822 16.7067
H 10.7114 5.2215 17.1719
H 10.8304 6.6135 18.3149
H 8.1041 7.9700 17.6459
H 8.7700 7.6745 19.2913
H 7.2028 7.0182 18.9065
H 6.8920 5.4940 17.0967
H 10.8503 4.3718 19.4612
H 10.5296 2.9729 21.4004
H 8.3240 2.3134 22.2356
H 6.2955 3.5049 21.1284
H 6.6658 5.1590 19.3766
C 8.0209 1.2244 14.8273
O 7.7099 1.6322 16.1222
P 7.8540 3.3798 16.6358
O 9.4725 3.5123 15.9785
C 10.4360 2.5018 16.3197
O 6.9875 3.7783 15.0929
C 5.6362 3.3528 15.0169
H 8.4521 0.1907 14.8316
H 8.7777 1.8028 14.3294
H 7.1634 1.1637 14.1049
H 9.9558 1.8569 17.0954
H 11.3274 2.9767 16.7333
H 10.7491 1.9344 15.4674
H 4.9762 3.9356 15.6881
H 5.5251 2.2784 15.2623
H 5.2522 3.5781 14.0001
*
```

Calculated values
- <S²> = 0.751
- calculated total energy (eV) = -97451.6186
- energy above the lowest of the compared OMol25 structures with the same formula, charge and spin (kcal/mol) = 0.0
- gap between HOMO and LUMO (spin up / spin down) (eV) = 5.18 / 5.18

This record from the Open Molecules 2025 dataset describes one molecule with the formula C6H14N2 at a distorted geometry. The level of theory is ωB97M-V/def2-TZVPD.

Structure (ORCA input):
```
! RIJCOSX wB97M-V def2-TZVPD def2/J DEFGRID3
* xyz 0 1
C 0.2711 2.2134 -1.4878
C -0.8816 2.4331 -0.4964
N -1.6282 1.2426 -0.1134
C -0.8802 0.2937 0.5968
C -0.8137 -1.0141 0.3453
C 0.1065 -1.8857 1.2107
C 1.5973 -1.6826 0.8724
N 1.8902 -1.7408 -0.5397
H 0.4385 1.1350 -1.5344
H 1.0825 2.9091 -1.3013
H -0.0677 2.3262 -2.5243
H -1.5830 3.0973 -0.9319
H -0.5526 2.9192 0.4077
H -2.4569 1.0717 -0.6493
H -0.2288 0.8300 1.2837
H -1.5116 -1.4274 -0.3716
H -0.0707 -1.6312 2.2571
H -0.2249 -2.8963 0.9822
H 1.9781 -0.8033 1.3809
H 2.1194 -2.5547 1.2799
H 1.5213 -2.5616 -0.9744
H 1.6006 -0.9365 -1.0760
*
```

Calculated values
- calculated total energy (eV) = -9427.8632
- energy above the lowest of the compared OMol25 structures with the same formula, charge and spin (kcal/mol) = 37.4
- gap between HOMO and LUMO (eV) = 8.96

This record from the Open Molecules 2025 dataset describes C3H2O3S as an isolated structure at a distorted geometry. The level of theory is ωB97M-V/def2-TZVPD.

Structure (ORCA input):
```
! RIJCOSX wB97M-V def2-TZVPD def2/J DEFGRID3
* xyz 0 1
C -0.5033 -1.3644 -1.0150
C -0.0700 1.4781 -0.4804
C 0.6810 0.1273 -0.4465
O -1.6014 -1.0551 -1.2735
O 0.0244 2.2413 -1.3796
O 1.4383 -0.2738 0.6234
S 2.2913 -0.2036 -0.8349
H 0.1010 -2.3614 -1.2776
H -0.4693 1.8196 0.4675
*
```

Calculated values
- calculated total energy (eV) = -20116.4713
- energy above the lowest of the compared OMol25 structures with the same formula, charge and spin (kcal/mol) = 115.8
- gap between HOMO and LUMO (eV) = 8.94

This record from the Open Molecules 2025 dataset describes one molecule with the formula C3H8N2O at a distorted geometry. The level of theory is ωB97M-V/def2-TZVPD.

Structure (ORCA input):
```
! RIJCOSX wB97M-V def2-TZVPD def2/J DEFGRID3
* xyz 0 1
C -1.7807 -0.0173 0.5452
N -0.6513 0.7821 0.9474
C 0.3845 0.9022 0.2196
O 1.3138 1.8184 0.5999
N 0.7326 0.2509 -0.9481
C 0.9105 -1.2316 -0.7054
H -1.9217 -0.0478 -0.5423
H -2.6658 0.4201 1.0109
H -1.6844 -1.0466 0.9131
H 0.9541 2.3158 1.3444
H 1.5715 0.6665 -1.3323
H -0.0305 -1.6609 -0.3748
H 1.7112 -1.4913 -0.0040
H 1.1562 -1.6603 -1.6735
*
```

Calculated values
- calculated total energy (eV) = -8268.0809
- energy above the lowest of the compared OMol25 structures with the same formula, charge and spin (kcal/mol) = 28.7
- gap between HOMO and LUMO (eV) = 10.11

This record from the Open Molecules 2025 dataset describes C11H21AuBr2N3O as an isolated structure. The level of theory is ωB97M-V/def2-TZVPD.

Structure (ORCA input):
```
! RIJCOSX wB97M-V def2-TZVPD def2/J DEFGRID3
* xyz 3 3
Au 0.9568 -1.4183 1.0643
Br 2.8773 -0.7126 2.6968
C 2.8580 -2.4978 3.4833
Br 1.4284 -3.4794 2.6045
H 2.6277 -2.4065 4.5394
H 3.8048 -2.9809 3.2688
C -2.2043 3.1578 0.5926
C -2.5821 1.6941 0.6698
N -1.3659 0.8738 0.4904
C -0.2445 1.3217 -0.0633
N 0.8377 0.4369 -0.0799
C 2.0078 0.7924 -0.8536
C 2.3069 2.2799 -0.7393
C 1.0975 3.0619 -1.1912
N -0.1389 2.5299 -0.5821
C -1.3398 3.3954 -0.6325
H -1.6713 3.4699 1.4921
H -3.1055 3.7643 0.5208
H -3.3013 1.4224 -0.1044
H -3.0088 1.4377 1.6381
H -1.4398 -0.1181 0.6666
H 1.7817 0.5223 -1.9013
H 2.8376 0.1577 -0.5470
H 3.1644 2.5236 -1.3651
H 2.5689 2.5286 0.2912
H 0.9714 3.0176 -2.2770
H 1.1718 4.1094 -0.9061
H -1.8783 3.1678 -1.5568
H -0.9896 4.4232 -0.6903
C 0.2507 -3.9981 -1.1394
C -0.9040 -3.1875 -0.6998
C -2.2696 -3.5424 -1.1620
O -0.7905 -2.2001 0.0662
H 0.2371 -4.0980 -2.2277
H 0.1102 -5.0171 -0.7591
H 1.2105 -3.6037 -0.8077
H -2.2697 -4.4271 -1.7921
H -2.6907 -2.6983 -1.7144
H -2.9126 -3.7024 -0.2928
*
```

Calculated values
- <S²> = 2.016
- calculated total energy (eV) = -162012.7970
- gap between HOMO and LUMO (spin up / spin down) (eV) = 9.36 / 6.23

This record from the Open Molecules 2025 dataset describes one molecule with the formula CF3NOS2 at a distorted geometry. The level of theory is ωB97M-V/def2-TZVPD.

Structure (ORCA input):
```
! RIJCOSX wB97M-V def2-TZVPD def2/J DEFGRID3
* xyz 0 1
C 0.9201 -1.1021 0.5265
N -0.8045 1.0123 -0.2011
O -1.4471 2.5677 -1.8883
F 1.6826 -1.2726 1.6107
F 0.6296 -2.3225 0.0611
F 1.6194 -0.4595 -0.3846
S -0.6372 -0.2671 1.0320
S -1.9629 1.8437 -0.7564
*
```

Calculated values
- calculated total energy (eV) = -34395.6826
- energy above the lowest of the compared OMol25 structures with the same formula, charge and spin (kcal/mol) = 0.0
- gap between HOMO and LUMO (eV) = 8.83